Entry 1:
C26H26F2N4O3 | the ωB97M-V functional and the def2-TZVPD basis

```
61
Properties=species:S:1:pos:R:3:forces:R:3
C 2.531806 -0.466445 0.705522 -0.35 0.19 -0.21
O 0.141667 -1.631474 1.443589 0.18 -0.20 0.32
H 9.096871 -0.634271 1.494788 0.12 0.01 0.00
H -2.154015 -1.352882 1.659721 -0.07 0.08 -0.23
H 2.565372 -0.431272 1.796004 0.06 -0.10 -0.02
C 6.512368 1.277087 -0.533099 -0.08 0.06 -0.07
H -1.101805 -3.062581 0.802828 -0.13 0.19 -0.03
C 8.391972 -0.068265 0.900144 0.22 0.12 -0.09
H -4.158830 -0.148909 -1.287082 0.01 -0.01 -0.03
H -2.502515 -4.425765 -1.414202 0.14 -0.01 0.13
C -1.324586 0.749505 -0.750381 0.21 0.36 -0.14
H 1.124971 1.154854 0.571549 -0.07 0.02 -0.13
H -4.872210 2.130303 3.032578 -0.04 0.06 0.08
O 3.625160 1.144440 -0.709846 -0.02 0.25 -0.23
C -1.342114 2.080615 -0.344507 -0.01 -0.11 -0.04
H -0.231020 -3.662693 -2.059809 0.04 0.08 -0.07
C -1.521740 0.465983 -2.095329 0.09 0.15 0.11
H -3.123366 0.395061 2.820841 0.08 -0.04 0.09
C 8.813004 0.915822 0.021987 0.00 0.05 -0.05
N 7.122237 -0.387235 1.077516 -0.40 -0.16 0.12
H -1.549114 4.129200 -0.882859 0.01 0.10 0.06
C -3.518779 0.009897 0.749616 -0.05 -0.21 0.12
C 0.036042 -0.680773 0.683938 0.29 0.29 -0.24
H 2.593947 -1.516894 0.409751 0.06 0.00 0.10
H 9.861034 1.143011 -0.090283 0.10 0.00 0.01
H 8.129116 2.372552 -1.401447 0.00 0.05 -0.05
C 1.220124 0.129918 0.207344 0.40 -0.24 0.17
N 4.905947 -0.155966 0.654928 0.01 -0.21 0.21
C 6.201170 0.268933 0.378416 0.36 0.19 -0.16
C -1.734004 2.809119 -2.577053 -0.01 -0.03 0.05
H -5.900826 1.593370 -1.071585 -0.08 0.05 -0.08
C -3.732245 0.650516 1.966142 -0.01 -0.08 -0.21
C -1.694591 -4.449523 -0.675526 -0.01 -0.16 -0.14
C -4.301715 0.354942 -0.346124 -0.15 0.00 0.05
N -1.797989 -3.216069 0.080536 0.22 -0.41 0.13
H 1.223381 0.173053 -0.884328 -0.04 0.10 0.08
C -1.724201 1.491502 -3.002053 -0.03 -0.07 -0.11
C -5.284732 1.320948 -0.229618 -0.09 0.18 0.11
C -2.608143 -2.203360 -0.261271 0.17 0.20 0.55
C -1.540999 3.112016 -1.240319 0.02 -0.04 0.19
H -1.894788 3.606265 -3.285808 -0.01 0.08 -0.06
N -1.164741 -0.292655 0.197770 -0.31 0.04 -0.04
C 7.846117 1.596889 -0.705073 0.04 -0.19 0.18
C -2.385835 -0.978038 0.654908 -0.15 -0.11 0.13
C 3.722990 0.277383 0.127767 -0.17 -0.35 0.32
C -4.704911 1.623757 2.095492 -0.19 0.18 -0.05
C -0.342395 -4.507798 -1.384261 -0.31 0.04 0.00
H -2.842151 -5.575025 0.765636 -0.07 -0.02 0.07
H -1.093796 -5.647617 1.015696 0.10 -0.04 0.11
H -1.839125 -6.567862 -0.295672 0.03 -0.14 -0.02
H 0.463795 -4.478036 -0.653711 0.13 -0.01 0.07
H 5.730527 1.779625 -1.075697 -0.03 0.00 -0.01
C -5.467411 1.947315 0.988571 0.11 -0.08 0.02
O -3.387788 -2.238885 -1.191297 -0.29 0.05 -0.38
F -6.414822 2.902670 1.101527 0.07 -0.09 0.00
H 4.884141 -0.892625 1.348954 -0.05 0.11 -0.10
H -1.532036 -0.563768 -2.417613 0.00 -0.13 -0.01
H -1.878764 1.258579 -4.043950 -0.01 -0.02 -0.10
H -0.258008 -5.425122 -1.960179 0.07 -0.11 -0.08
C -1.880053 -5.637415 0.263679 -0.11 0.19 -0.22
F -1.157333 2.366299 0.960757 0.00 -0.06 -0.20
```
Positions in Å, forces in eV/Å.

Properties
gap between HOMO and LUMO: 9.509 eV
highest occupied orbital energy: -8.94 eV
calculated total energy: -1650.9367 hartree
max |F|: 0.6 eV/Å
structure (SMILES): CC(C)NC(=O)[C@H](c1ccc(F)cc1)N(C(=O)CCC(=O)Nc1ccccn1)c1ccccc1F
net charge: 0
spin multiplicity: 1

***

Entry 2:
C26H26HfN8O2S2Se | the ωB97M-V functional and the def2-TZVPD basis

```
66
Properties=species:S:1:pos:R:3:forces:R:3
H -5.832756 -2.855102 0.606736 0.01 0.01 0.00
H -2.737093 -0.001121 2.630162 0.00 0.02 0.00
C -0.431261 -2.515543 -0.397322 0.05 0.09 0.02
H 3.132973 0.426609 3.835227 0.00 0.00 -0.01
C 5.141042 1.110693 1.409934 -0.03 -0.03 0.02
H -0.034941 3.112097 4.043106 0.00 0.02 0.00
S 0.073943 3.094236 0.472514 -0.03 -0.03 -0.03
C 2.291023 0.051183 3.247747 -0.02 0.01 0.01
H 4.991619 2.132077 1.060973 0.01 -0.01 0.00
H -1.962868 3.742827 -4.781317 0.00 -0.01 0.00
N 0.329289 3.262181 3.114108 -0.05 -0.10 0.07
H 3.611040 2.269248 -4.106973 -0.01 0.00 0.00
H -5.475797 -2.610454 -1.831225 0.01 0.00 0.00
H -0.884295 4.929854 -4.009872 0.01 0.00 0.00
H 6.062655 0.730052 0.972976 0.00 -0.01 0.00
H -4.381643 -1.628256 2.180053 0.00 0.01 -0.01
H 0.660058 4.186307 2.897666 0.01 0.01 -0.01
C -2.408347 0.018142 1.592772 -0.04 0.08 0.13
O -1.986603 0.155642 -1.214980 0.09 -0.01 0.22
N -0.879856 1.455977 2.426658 -0.01 0.00 0.20
C -3.173507 -0.737870 0.639275 -0.01 0.04 -0.09
C -1.648767 4.174925 -3.832374 -0.03 0.05 -0.01
H 1.378999 0.485040 3.662202 0.00 -0.02 0.01
Se 2.480051 -4.089575 -6.155650 0.27 -0.17 0.02
C 3.019323 1.427758 -3.775818 0.08 0.00 -0.03
C 0.785298 -3.031386 -2.781306 0.00 0.01 -0.06
H -2.505491 4.637781 -3.343931 0.00 -0.01 0.01
H 0.116160 -5.055046 -2.555134 0.01 0.00 0.00
C 1.492276 -3.222983 -4.040888 0.16 0.08 0.02
H -3.659274 -1.169662 -2.694933 0.00 0.00 0.01
C -5.031662 -2.231190 0.236547 -0.03 -0.02 -0.04
C 2.225983 -2.136934 -4.633292 -0.01 -0.12 0.12
H -0.977817 -4.585545 -0.346434 -0.01 0.00 -0.01
H 1.911940 -1.839699 4.162077 0.01 0.00 0.00
C -4.218990 -1.550549 1.111539 0.03 0.01 0.03
H 3.817089 0.183416 -0.067942 0.03 0.07 -0.02
H 2.199448 2.464740 -2.073543 -0.03 0.01 -0.02
C 0.780448 -1.762076 -2.211168 0.04 -0.10 0.22
C 1.517020 -0.652330 -2.819653 0.20 0.16 0.08
C -0.476648 -3.807980 -0.904933 0.02 -0.06 0.01
C 2.238832 1.538599 -2.635850 -0.05 -0.01 0.11
S 2.432092 0.873823 1.656779 0.04 -0.02 -0.03
C 0.126549 -4.066697 -2.114321 0.00 -0.03 -0.02
H 5.278892 1.134264 2.491362 0.00 0.00 -0.01
N 1.500607 0.532408 -2.167932 -0.17 -0.16 -0.10
C 2.225569 -1.465117 3.188662 -0.01 0.02 0.00
H -0.892836 -2.278765 0.553343 -0.03 0.00 -0.01
O 1.354828 0.176262 0.792673 -0.15 -0.09 -0.19
C 2.262441 -0.833488 -3.983193 -0.02 -0.04 -0.02
N -0.704552 2.307833 -2.298901 0.07 -0.08 0.23
C -1.116826 3.133997 -2.974886 -0.01 -0.04 -0.07
H 3.189762 -1.916001 2.961602 0.00 0.00 0.00
N -1.382205 0.762979 1.331033 0.01 -0.17 0.16
N 0.169215 -1.514859 -1.033898 -0.07 0.01 -0.14
N 1.535219 -4.361290 -4.681829 -0.25 0.07 -0.09
H 4.104224 -0.813865 1.360858 -0.04 -0.03 -0.04
C -2.973327 -0.615611 -0.750621 -0.07 0.00 0.09
C -3.814746 -1.289555 -1.630658 0.03 -0.02 -0.07
H 3.600562 0.101519 -5.369587 0.00 -0.01 0.01
C 3.978756 0.208611 1.010517 0.01 0.03 0.09
N 2.851833 -2.405907 -5.748707 -0.19 0.12 -0.12
Hf -0.220339 0.767212 -0.552868 0.20 0.40 -0.51
C -4.826763 -2.090832 -1.138370 -0.01 -0.01 0.04
C 3.019281 0.234059 -4.465942 0.01 0.01 -0.04
H 1.496202 -1.794582 2.449120 0.00 0.00 0.01
C -0.211452 2.523012 2.114310 -0.03 0.03 -0.15
```
Positions in Å, forces in eV/Å.

Properties
gap between HOMO and LUMO: 7.361 eV
highest occupied orbital energy: -13.35 eV
calculated total energy: -4840.4700 hartree
max |F|: 0.7 eV/Å
net charge: +2
spin multiplicity: 1

***

Entry 3:
C26H26N2O5S | the ωB97M-V functional and the def2-TZVPD basis

```
60
Properties=species:S:1:pos:R:3:forces:R:3
H -2.514582 2.248865 -1.049080 0.44 -0.98 -0.39
O 2.893014 0.079532 4.826743 0.00 0.15 -0.03
H 0.896870 -0.644630 3.507022 0.11 0.13 0.04
O 2.167559 4.842542 2.528783 0.04 -0.10 0.07
O -1.671970 0.462735 -0.463490 0.55 -1.84 -2.23
C 5.435308 3.208263 5.928195 -0.08 -0.01 -0.08
H -7.022929 -2.571815 -2.732475 0.99 0.01 0.10
C 1.394809 2.638110 2.782142 -0.06 -0.17 0.00
C 0.738507 0.330898 3.063256 -0.17 -0.05 -0.08
H 5.940662 5.260133 5.531620 -0.04 -0.04 -0.02
C -3.499945 -1.816157 -2.700561 -1.75 -0.57 0.07
C -3.899549 -3.836846 -1.707756 -1.11 -1.33 0.51
C -1.045106 -0.844584 -2.851093 -0.26 -0.27 -1.56
H -3.153182 1.502841 -3.408796 0.24 -0.73 0.81
N -2.989599 -2.912043 -2.089101 -1.84 0.63 -0.64
C 4.271606 4.610333 4.353432 0.16 0.09 0.11
H 1.765809 -4.675855 -1.925085 0.04 -0.08 -0.68
H 4.149760 5.569210 3.863998 -0.13 -0.13 -0.04
C 5.278618 4.436265 5.291171 -0.07 -0.06 -0.03
H -0.515985 0.029336 -3.330501 -0.50 -0.72 0.78
H -2.681846 -0.556813 -4.302834 0.31 -0.40 0.98
C 3.416497 3.555306 4.047115 0.15 -0.06 0.14
H -1.141905 1.756864 -2.093186 -0.59 -0.55 0.81
H -0.838123 -2.285745 -4.543483 0.16 0.44 1.01
H -4.059337 0.669916 -2.107847 1.04 -0.13 -0.40
C -0.385121 -2.124063 -3.527077 0.86 -0.21 0.33
H 1.434149 -0.864297 -3.542624 0.00 -1.04 -0.32
C -0.533595 1.780567 1.627744 0.24 0.39 0.39
O 0.749419 -0.302804 -0.893614 -1.90 1.06 -1.17
H -3.473914 -4.726022 -1.170582 -0.28 0.96 -0.60
H -1.365058 1.936703 0.961693 0.06 0.12 0.22
C -4.933545 -1.686215 -2.912003 -0.81 -0.33 -0.02
C 2.315283 3.764261 3.072795 -0.12 0.52 -0.32
H 0.154230 3.803962 1.465841 0.16 -0.01 0.11
H -5.300184 -0.743317 -3.393484 0.39 -0.97 0.42
C -5.336950 -3.865292 -1.882575 0.35 2.55 -1.21
C -2.037201 1.353281 -1.537895 -0.65 1.33 -0.93
C 4.596344 2.149556 5.613186 0.18 0.06 0.13
C 1.595539 1.386297 3.367409 -0.13 0.06 -0.14
H -0.580370 -3.055091 -2.935445 -0.10 0.95 -0.42
H 3.042166 -2.393874 -2.582967 -0.88 -0.27 0.09
C 0.323202 2.832303 1.914964 -0.15 -0.11 -0.05
H 4.724999 1.194003 6.107489 -0.13 0.00 -0.14
H 1.556176 -2.600233 -1.547884 0.41 0.31 -1.08
H 1.556179 -2.314326 -4.671103 -0.40 0.43 0.78
C -3.041982 0.742032 -2.582343 -0.26 0.28 0.25
O -0.804704 -1.966381 -0.325123 -1.58 1.32 -0.83
S -0.644237 -0.721950 -1.056499 2.82 -1.41 1.92
H -5.967895 -4.717812 -1.535873 0.85 0.84 -0.29
C -5.936091 -2.684642 -2.549513 3.80 -0.83 0.97
C 3.588744 2.317447 4.667885 0.09 0.20 0.03
N 1.988382 -4.243981 -2.828267 -0.72 0.95 0.01
H -0.993795 -0.289880 1.960927 0.08 0.02 0.02
C 1.982176 -2.760244 -2.576789 0.21 0.17 0.27
H 6.214742 3.077278 6.669878 -0.04 0.00 -0.05
H 1.193081 -4.415745 -3.455760 0.41 -0.34 0.44
C 1.193363 -1.955377 -3.671367 -0.22 -0.18 0.70
C 2.707741 1.171982 4.325286 0.04 -0.62 0.23
C -0.323995 0.529486 2.194922 0.07 0.03 0.13
C -2.572237 -0.664269 -3.189423 -0.26 0.52 0.88
```
Positions in Å, forces in eV/Å.

Properties
gap between HOMO and LUMO: 8.472 eV
highest occupied orbital energy: -9.13 eV
calculated total energy: -1890.1926 hartree
max |F|: 4.0 eV/Å
structure (SMILES): NCCC[C@H]1[C@@H](c2ccccn2)CCOS1(=O)=O.O=C1c2ccccc2C(=O)c2ccccc21
net charge: 0
spin multiplicity: 1

***

> Look up the gap between HOMO and LUMO of the second one.

7.361 eV